Record 1
Entry from OMol25: C15H29O11PS as an isolated structure in a non-equilibrium geometry (wB97M-V/def2-TZVPD).

Geometry as XYZ:
```
57
Properties=species:S:1:pos:R:3:forces:R:3:lowdin_charge:R:1
C -0.931682 -1.239325 -2.721399 -0.785 -0.640 -0.532 0.035
C 0.085927 -1.918344 -3.592025 0.195 0.576 -0.210 -0.525
O 0.885479 -1.326341 -4.268264 0.038 -0.347 0.187 0.126
O 0.040891 -3.276783 -3.507507 0.074 0.261 0.610 -0.012
C 1.296320 -3.910638 -3.302793 0.374 -0.351 -0.287 -0.155
C 2.114345 -3.356727 -2.151271 -0.534 -0.169 0.211 -0.056
C 1.655925 -3.656425 -0.689047 2.407 -0.954 -0.120 -0.376
C 0.782274 -4.877531 -0.374589 -2.031 1.476 0.868 -0.044
C -0.690511 -4.471484 -0.258724 -1.191 0.314 -0.096 -0.312
C -1.754433 -5.669316 -0.479985 2.155 -0.294 -0.125 0.018
O -1.346491 -4.462103 -1.419233 1.051 -0.517 -0.307 -0.075
C 2.984489 -3.972969 0.065034 -0.052 -0.139 1.021 -0.152
O 3.565329 -2.679645 0.302710 -0.152 -0.288 0.154 -0.155
S 2.343048 -1.891752 0.971354 0.672 0.325 -0.087 0.612
O 1.992308 -2.428436 2.238351 0.093 -0.172 0.059 -0.204
O 2.641264 -0.518326 0.832588 -0.423 0.086 -0.253 -0.199
O 1.260019 -2.396435 -0.086246 -0.698 -0.058 0.005 -0.151
H -1.822296 -1.866273 -2.658697 0.037 -0.072 0.095 0.088
H -1.229090 -0.297235 -3.169575 0.280 0.239 0.220 0.087
H -0.546700 -1.143046 -1.707412 0.157 0.195 -0.035 0.087
H 1.078794 -4.960886 -3.114589 -0.263 0.010 -0.041 0.122
H 1.915586 -3.904706 -4.201580 -0.114 0.310 -0.117 0.131
H 2.255516 -2.279521 -2.221646 -0.090 0.038 -0.155 0.135
H 3.111435 -3.780273 -2.263502 0.011 -0.056 -0.111 0.128
H 0.813326 -5.658351 -1.125585 0.450 -0.062 0.013 0.131
H 0.991060 -5.211556 0.642225 0.519 -0.422 -0.208 0.137
H -0.938897 -3.758920 0.521096 -0.154 0.092 -0.051 0.148
H -2.150413 -6.239314 -1.321246 -1.928 0.195 0.794 0.116
H -0.888892 -6.384647 -0.370037 0.047 -0.060 -0.928 0.058
H 3.646958 -4.685640 -0.414112 0.219 0.501 -0.513 0.148
H 2.820149 -4.390630 1.061382 -0.358 -0.097 -0.083 0.119
O -1.916498 2.841726 2.537729 0.315 -1.778 -1.656 -0.218
P -0.968025 3.672965 1.781421 -0.058 4.447 2.276 0.443
O 0.349017 3.958919 2.636133 0.022 -0.472 -0.460 -0.178
C 1.214410 2.867966 2.991996 0.252 -0.249 0.071 -0.259
C 2.073754 2.409955 1.830414 -0.136 0.163 -0.114 -0.085
O -1.618514 5.163138 1.801160 0.047 -0.240 -0.314 -0.205
C -2.969492 5.377814 2.205035 -0.176 0.118 0.203 -0.302
C -3.048043 5.803159 3.656313 0.115 0.101 0.103 -0.073
O -0.352612 3.815139 0.319045 -0.520 -1.959 -0.166 -0.184
C -1.191511 3.611859 -0.844697 -0.014 0.067 -0.273 -0.241
C -1.943588 4.869144 -1.238063 -0.185 0.006 0.161 -0.070
H 0.618812 2.039809 3.385245 -0.057 0.058 0.005 0.114
H 1.843827 3.234292 3.801533 -0.092 0.129 0.007 0.118
H 1.468222 1.944680 1.052841 0.046 -0.064 0.014 0.061
H 2.810935 1.681949 2.163421 -0.026 -0.014 0.034 0.068
H 2.588278 3.258246 1.377982 0.035 0.021 0.066 0.086
H -3.576191 4.490367 2.023771 0.113 -0.102 0.076 0.105
H -3.363764 6.171982 1.566364 0.106 0.010 -0.044 0.112
H -2.483057 5.125037 4.295250 -0.077 -0.132 -0.062 0.077
H -4.084344 5.821919 3.997201 -0.005 0.012 -0.021 0.076
H -2.623825 6.799952 3.785226 -0.011 0.004 -0.013 0.075
H -1.877522 2.779858 -0.672079 0.028 -0.013 0.054 0.117
H -0.515915 3.318484 -1.646114 0.121 -0.024 0.108 0.116
H -2.837274 5.006141 -0.631123 0.028 0.049 0.045 0.064
H -2.262693 4.799682 -2.278680 0.064 -0.033 -0.017 0.080
H -1.315422 5.749396 -1.113001 0.059 -0.024 -0.061 0.089
```
Positions in Å, forces in eV/Å.

Results
2S+1 ... 1
HOMO ... -9.277 eV
Frontier orbital gap ... 9.44 eV
Calculated total energy ... -2156.0064 hartree
F_max ... 4.996 eV/Å

***

Record 2
Entry from OMol25: a 2-piece molecular cluster, C11H14N2O overall in a non-equilibrium geometry (wB97M-V/def2-TZVPD).

Geometry as XYZ:
```
28
Properties=species:S:1:pos:R:3:forces:R:3:lowdin_charge:R:1
C 0.740557 3.451443 0.286830 -1.239 3.681 -0.502 -0.074
C -0.280225 2.544731 -0.264735 -0.840 -1.159 -2.415 -0.256
C -0.741299 1.491570 0.496323 -0.727 -0.437 -0.037 -0.055
C -1.613803 0.483258 0.015811 1.100 1.746 -1.162 -0.036
C -1.995593 0.516680 -1.310065 -0.001 0.864 0.722 -0.292
O -2.917086 -0.456090 -1.725538 -0.808 3.408 -2.457 -0.009
C -1.567422 1.642102 -2.139183 -1.865 -3.301 1.073 -0.038
C -0.714106 2.562656 -1.675736 1.368 0.699 3.179 -0.034
H 1.577632 2.938461 0.591704 1.972 -1.029 0.890 0.046
H 0.394335 4.151041 1.064732 -0.338 -1.065 0.702 0.089
H 1.053892 4.326347 -0.323299 0.070 -1.117 -0.852 0.088
H -0.502666 1.393018 1.547296 0.325 0.288 0.065 0.117
H -1.969831 -0.218963 0.710437 -0.490 -0.991 0.494 0.093
H -3.446417 0.129152 -2.414200 1.126 -2.440 1.764 0.155
H -2.082690 1.679901 -3.070122 0.223 0.285 -1.028 0.098
H -0.336775 3.330160 -2.307488 0.088 0.643 -0.407 0.098
C -0.501160 -2.806218 1.016331 -2.258 0.082 -0.983 -0.061
C 0.859857 -2.244996 1.013215 0.466 0.458 -0.220 -0.389
C 1.382313 -1.280330 0.177786 3.127 -0.338 1.917 -0.009
N 2.756672 -1.174192 0.607480 -3.006 -5.029 2.505 0.058
C 2.977410 -2.109607 1.664038 -6.545 1.122 -3.242 -0.112
N 1.792659 -2.705453 1.876678 2.211 -0.460 0.916 0.063
H -0.624401 -3.868338 0.741182 0.622 0.363 0.104 0.083
H -1.078343 -2.246919 0.265488 0.169 -0.296 -0.200 0.053
H -1.174702 -2.675528 1.881096 1.011 0.094 0.344 0.083
H 1.097436 -0.696294 -0.655044 -0.658 0.345 -0.450 0.096
H 3.466718 -0.579749 0.539572 2.867 3.627 -1.600 0.064
H 3.838009 -2.363770 2.160137 2.032 -0.042 0.880 0.081
```
Positions in Å, forces in eV/Å.

Results
2S+1 ... 1
HOMO ... -8.504 eV
Frontier orbital gap ... 9.23 eV
ΔE to the lowest compared entry with this formula, charge and spin ... 69.8 kcal per mole
SMILES string ... Cc1ccc(O)cc1.Cc1c[nH]cn1
Calculated total energy ... -612.2396 hartree
F_max ... 7.390 eV/Å

***

Record 3
Entry from OMol25: one molecule with the formula C5H9NO in a non-equilibrium geometry (wB97M-V/def2-TZVPD).

Geometry as XYZ:
```
16
Properties=species:S:1:pos:R:3:forces:R:3:lowdin_charge:R:1
C -2.314259 -2.226716 0.204803 0.995 0.382 0.430 -0.071
N -1.766171 -1.424256 -0.598460 -0.805 -0.496 -0.435 -0.062
C -0.358094 -0.977789 -0.514307 -0.767 -0.388 -0.677 -0.237
C -0.168699 0.114073 0.531904 -2.116 0.330 0.807 -0.202
C 0.280331 1.460872 -0.018382 -0.101 0.910 -0.287 -0.178
C 1.753539 1.308878 -0.224818 1.118 1.068 0.587 -0.283
O 2.571514 1.823434 0.502426 -0.065 -0.137 -0.119 0.044
H -1.717891 -2.527103 1.086621 -0.589 -0.552 -0.053 0.080
H -3.360758 -2.573023 0.054772 0.810 0.366 0.189 0.077
H -0.301611 -0.596290 -1.539164 0.928 0.347 0.329 0.103
H 0.374729 -1.795868 -0.438377 -0.406 -0.022 0.237 0.117
H -1.142851 0.205893 1.085596 0.521 0.256 -0.850 0.122
H 0.449268 -0.133796 1.391169 0.659 -0.353 -0.321 0.113
H -0.125148 1.852115 -0.961526 -0.427 -1.076 -0.217 0.121
H -0.010190 2.306962 0.630182 0.844 -0.558 0.351 0.124
H 2.154610 0.688408 -1.058252 -0.599 -0.077 0.031 0.133
```
Positions in Å, forces in eV/Å.

Results
2S+1 ... 1
HOMO ... -9.469 eV
Frontier orbital gap ... 10.44 eV
ΔE to the lowest compared entry with this formula, charge and spin ... 62.6 kcal per mole
SMILES string ... C=NCCCC=O
Calculated total energy ... -325.8378 hartree
F_max ... 2.288 eV/Å

***

Record 4
Entry from OMol25: one molecule with the formula C4H8O2 in a non-equilibrium geometry (wB97M-V/def2-TZVPD).

Geometry as XYZ:
```
14
Properties=species:S:1:pos:R:3:forces:R:3:lowdin_charge:R:1
O 1.973475 0.413769 0.748031 0.240 0.276 -0.410 -0.069
C 1.427674 -0.114182 -0.460673 -0.232 -0.184 -0.181 -0.268
C 0.150319 -0.864754 -0.103088 0.011 -0.027 0.054 -0.179
C -0.903818 -0.024264 0.631977 0.606 -0.203 -0.323 -0.120
C -2.247577 1.083234 0.055737 -0.243 0.255 -0.572 -0.088
O -1.138201 1.145570 -0.637497 -0.456 -0.612 0.918 -0.127
H 2.601995 1.112390 0.509880 -0.258 -0.305 0.192 0.095
H 2.131163 -0.819196 -0.942160 -0.177 0.233 0.207 0.118
H 1.190400 0.679804 -1.184666 0.097 -0.133 0.263 0.115
H 0.404394 -1.680109 0.593739 -0.050 0.175 -0.142 0.126
H -0.281096 -1.325765 -1.001960 0.090 0.135 0.208 0.125
H -1.733087 -0.714721 0.886116 0.104 0.399 -0.153 0.119
H -0.514277 0.520716 1.488005 -0.149 -0.077 -0.273 0.114
H -3.061366 0.587511 -0.583438 0.416 0.069 0.210 0.038
```
Positions in Å, forces in eV/Å.

Results
2S+1 ... 1
HOMO ... -7.663 eV
Frontier orbital gap ... 8.41 eV
ΔE to the lowest compared entry with this formula, charge and spin ... 140.6 kcal per mole
Calculated total energy ... -307.4884 hartree
F_max ... 1.194 eV/Å

***

Record 5
Entry from OMol25: a 2-piece molecular cluster, C5H14N2O overall in a non-equilibrium geometry (wB97M-V/def2-TZVPD).

Geometry as XYZ:
```
22
Properties=species:S:1:pos:R:3:forces:R:3:lowdin_spin:R:1
C -1.409447 0.934308 0.720009 -1.883 1.148 1.515 0.043
C -0.002461 0.604990 0.100287 -0.400 3.045 -1.024 0.069
C 0.017825 -0.774643 -0.336275 -0.004 0.989 0.592 0.300
C 0.031509 -0.989873 -1.701993 1.016 -1.998 -2.646 0.363
N 0.147273 -2.227512 -2.379050 -1.315 -0.748 0.928 0.064
C 0.249440 -3.405430 -1.826124 0.853 -1.243 0.556 0.104
N -1.215020 2.212801 1.670632 0.763 -0.666 -2.891 0.004
H -2.169028 1.254450 -0.037075 0.993 -0.255 0.266 0.003
H -1.973844 0.147513 1.295795 1.149 0.592 -0.241 0.000
H 0.153044 1.452593 -0.690984 -0.176 -2.051 0.658 0.000
H 0.821256 0.908049 0.790128 -0.164 -0.820 0.388 0.026
H -0.067605 -1.537533 0.436391 0.036 -0.245 -0.270 0.006
H 0.121926 -0.289748 -2.519270 -0.337 1.316 0.640 0.008
H -0.069201 -2.222603 -3.395215 0.641 0.212 0.262 0.000
H 0.401745 -4.326105 -2.409782 -0.403 0.493 -0.437 0.002
H 0.316671 -3.624903 -0.743887 -0.099 0.774 -0.373 0.001
H -1.455290 3.080878 1.148416 -0.458 -0.509 0.430 0.000
H -1.703430 2.205553 2.567465 0.244 -0.174 0.197 0.000
H -0.182892 2.283475 1.687193 -0.018 0.332 1.647 0.000
H 2.156184 1.514151 2.939483 0.289 0.274 0.249 0.000
H 2.394990 3.042943 2.723098 -0.154 -0.433 -0.161 0.000
O 1.912019 2.264419 2.385196 -0.573 -0.031 -0.285 0.008
```
Positions in Å, forces in eV/Å.

Results
Charge ... +3
2S+1 ... 2
HOMO (spin up / spin down) ... -21.390 / -21.372 eV
Frontier orbital gap (spin up / spin down) ... 6.77 / 4.02 eV
ΔE to the lowest compared entry with this formula, charge and spin ... 16.1 kcal per mole
Calculated total energy ... -382.3468 hartree
F_max ... 3.468 eV/Å

***

Record 6
Entry from OMol25: C4H3ClO2 as an isolated structure in a non-equilibrium geometry (wB97M-V/def2-TZVPD).

Geometry as XYZ:
```
10
Properties=species:S:1:pos:R:3:forces:R:3:lowdin_charge:R:1
C 1.280429 0.239405 0.437437 -4.140 1.509 -1.493 0.075
C 2.139419 -0.656427 -0.214559 2.348 -0.704 -0.811 -0.476
C -0.391534 0.899599 -0.294548 5.047 0.073 1.398 -0.606
C -1.445807 0.000465 -0.016852 -2.888 -2.193 0.015 -0.200
O 3.071233 -1.060509 -0.842655 -1.366 0.489 0.549 0.151
O 1.222370 -1.185604 0.648063 -0.211 -0.013 0.038 0.074
Cl -0.569769 2.562564 -0.023806 -0.051 -0.078 -0.303 0.678
H -1.945727 -0.512660 -0.960423 1.430 0.773 1.793 0.143
H -1.074053 -0.721457 0.737418 -0.104 -0.309 -0.936 0.088
H -2.286558 0.434624 0.529923 -0.063 0.452 -0.251 0.071
```
Positions in Å, forces in eV/Å.

Results
2S+1 ... 1
HOMO (spin up / spin down) ... -9.541 / -9.124 eV
Frontier orbital gap (spin up / spin down) ... 8.49 / 7.59 eV
ΔE to the lowest compared entry with this formula, charge and spin ... 132.9 kcal per mole
Calculated total energy ... -764.6672 hartree
F_max ... 5.237 eV/Å

***

Q: Among the records above, which one has the highest calculated total energy?
A: C4H8O2

***

Q: What is the formula in the fifth record?
A: C5H14N2O